# 1
Molecular formula: C7H26NO6
Method: DFT, ωB97M-V with the def2-TZVPD basis set

XYZ file:
```
40
Properties=species:S:1:pos:R:3:forces:R:3
C 2.420 1.689 0.883 0.467 -0.603 0.269
C 1.410 0.829 0.171 -0.988 -1.669 -0.435
C 0.014 1.444 -0.167 0.938 0.783 0.774
C -0.907 0.910 0.883 0.402 -1.432 0.034
C -1.751 -0.107 0.721 -0.103 0.146 0.341
C -2.336 -0.849 1.866 -1.250 -0.130 -0.498
C -1.929 -2.000 2.387 0.112 0.748 -0.366
N 1.957 0.145 -1.107 1.016 1.817 0.401
H 3.377 1.168 0.993 -0.129 -0.150 0.063
H 2.020 1.817 1.889 0.023 0.280 0.029
H 2.668 2.654 0.473 -0.360 0.449 -0.452
H 1.225 -0.041 0.799 -0.078 0.108 0.161
H 0.151 2.521 -0.023 -0.282 0.067 -0.355
H -0.259 1.233 -1.199 -0.281 -0.022 0.019
H -0.556 1.091 1.898 -0.323 0.350 -0.157
H -2.138 -0.442 -0.238 0.229 0.152 -0.205
H -3.353 -0.524 2.118 0.356 0.128 0.296
H -2.547 -2.453 3.146 0.235 -0.340 0.059
H -1.007 -2.445 2.032 0.069 -0.217 0.327
H 1.280 -0.033 -1.856 -0.062 0.208 -0.188
H 2.413 -0.753 -0.976 0.005 0.046 0.406
H 2.643 0.848 -1.380 0.143 -0.432 -0.846
H 0.240 0.429 -4.117 -0.125 0.039 0.139
H 0.748 -0.967 -4.307 0.048 -0.305 0.284
O 0.449 -0.367 -3.612 0.038 0.568 -0.410
H -0.197 -1.672 -1.469 -0.233 -0.464 -0.058
H 0.628 -2.987 -1.430 -0.537 0.029 0.000
O 0.701 -2.027 -1.450 0.277 -0.378 0.278
H -2.648 -3.312 -0.562 0.023 0.067 0.036
H -3.318 -2.585 -1.720 0.049 -0.006 -0.060
O -2.476 -2.670 -1.260 0.046 -0.026 -0.010
H -1.067 5.708 1.654 0.102 -0.040 0.116
H -1.934 4.627 1.038 -0.050 -0.139 0.076
O -1.190 4.752 1.636 -0.080 0.239 -0.242
H -0.259 2.836 4.140 0.141 -0.258 0.070
H -0.523 3.469 2.802 0.091 -0.231 -0.233
O -0.135 2.668 3.199 -0.060 0.567 0.365
H 2.428 -3.520 -1.901 0.075 0.093 -0.104
H 3.565 -4.505 -2.010 -0.074 -0.164 -0.161
O 2.735 -4.257 -2.436 0.131 0.123 0.238
```
Positions in Å, forces in eV/Å.

Energy above the lowest of the compared OMol25 structures with the same formula, charge and spin (kcal per mole): 12.6
DFT total energy (eV): -21448.7602
Net charge: +1
2S+1: 1
Kohn-Sham gap (eV): 9.558

---

# 2
Molecular formula: C7H26NO7V
Method: DFT, ωB97M-V with the def2-TZVPD basis set

XYZ file:
```
42
Properties=species:S:1:pos:R:3:forces:R:3
V -15.626 -2.569 5.700 -1.950 -1.617 -1.706
C -18.943 -2.659 5.060 0.134 1.189 -0.541
O -17.645 -2.359 4.707 1.713 -0.318 1.586
H -19.380 -1.977 5.789 0.088 0.481 0.880
H -19.578 -2.412 4.209 -0.381 -0.590 -0.471
H -19.192 -3.645 5.451 0.296 -0.636 -0.164
C -15.537 -5.665 3.879 0.667 1.685 0.234
O -15.162 -4.446 4.509 -0.101 0.580 0.870
H -15.305 -6.553 4.467 0.219 -0.199 0.273
H -16.587 -5.753 3.599 -0.384 0.309 0.056
H -14.955 -5.694 2.958 0.030 -0.569 -0.363
C -13.669 -0.285 4.048 0.643 -1.629 -0.076
O -14.896 -0.935 4.076 -0.279 0.696 0.341
H -12.977 -0.909 4.613 0.446 0.221 0.263
H -13.272 -0.240 3.034 -0.297 0.039 -0.417
H -13.569 0.739 4.409 -0.875 0.214 0.308
C -17.754 -4.928 8.349 0.542 0.214 0.399
C -16.569 -4.067 8.663 0.823 -0.217 1.755
C -15.680 -4.645 9.892 -0.976 1.429 -2.519
O -14.503 -3.804 10.032 -0.602 0.585 1.002
C -14.616 -2.599 10.914 -0.098 -2.399 -0.494
N -15.740 -4.070 7.484 0.675 0.120 -0.792
H -17.293 -5.904 8.196 -0.800 -0.523 0.033
H -18.165 -4.553 7.412 -0.385 -0.231 0.102
H -18.442 -4.865 9.191 -0.312 -0.480 -0.312
H -16.951 -3.074 8.901 0.413 0.242 0.059
H -15.357 -5.606 9.491 0.485 -0.045 0.280
H -16.369 -4.871 10.705 0.561 0.597 0.811
H -15.522 -2.048 10.664 0.080 0.118 0.198
H -13.710 -1.996 10.861 -0.095 -0.131 -0.655
H -14.608 -3.009 11.924 -0.520 0.342 0.196
H -14.768 -4.095 7.760 0.324 0.552 0.303
H -15.828 -4.993 7.085 -0.271 -0.154 -0.780
O -16.228 -2.887 2.179 -0.126 0.471 -0.811
H -15.635 -3.227 2.849 0.133 -0.480 0.795
H -16.258 -3.575 1.514 0.006 -0.174 -0.131
O -13.479 -2.481 6.628 -0.190 0.082 0.023
H -12.791 -1.895 6.942 0.043 0.343 -0.008
H -13.034 -3.315 6.476 0.056 -0.518 -0.329
O -16.192 -1.217 7.392 0.443 0.395 -0.053
H -15.459 -0.982 7.961 0.311 0.030 0.167
H -16.971 -0.971 7.890 -0.492 -0.020 -0.312
```
Positions in Å, forces in eV/Å.

DFT total energy (eV): -49185.3995
Net charge: 0
2S+1: 5
Kohn-Sham gap (spin up / spin down) (eV): 6.237 / 4.269

---

# 3
Molecular formula: C7H27F3GaN12O9S
Method: DFT, ωB97M-V with the def2-TZVPD basis set

XYZ file:
```
60
Properties=species:S:1:pos:R:3:forces:R:3
O 2.232 -6.858 1.536 0.154 0.686 0.239
S 1.634 -6.313 0.322 -0.013 -1.522 -0.155
O 1.704 -7.234 -0.809 0.098 0.443 -0.341
Ga -0.645 -5.634 0.682 -1.391 0.374 0.016
O -1.277 -4.489 -0.640 0.723 -0.401 -0.065
C 2.794 -4.895 -0.202 0.024 -0.100 -0.063
F 2.208 -3.699 0.030 0.029 -0.115 0.062
F 3.082 -4.947 -1.505 0.037 0.074 0.031
F 3.965 -4.909 0.467 -0.075 0.104 -0.036
H -1.490 -6.974 0.642 0.331 -0.156 -0.171
H -0.656 -4.918 2.054 0.435 0.093 0.192
H -0.584 -3.863 -0.883 -0.381 0.246 0.004
C 4.709 -0.616 1.353 0.054 -0.104 0.042
O 4.157 0.186 2.092 -0.018 0.069 -0.048
N 4.167 -1.808 1.002 0.037 0.187 0.113
N 5.939 -0.339 0.803 0.062 -0.070 0.018
H 4.617 -2.469 0.397 -0.027 -0.050 0.031
H 3.263 -2.039 1.372 -0.026 -0.035 -0.075
H 6.360 0.538 1.046 0.004 -0.007 0.014
H 6.425 -0.962 0.186 -0.002 -0.071 0.071
C -1.428 -2.617 4.590 0.018 0.079 0.044
O -1.220 -3.512 3.800 -0.110 0.250 0.238
N -2.700 -2.238 4.955 -0.001 0.029 -0.026
N -0.416 -1.902 5.180 -0.023 -0.051 0.039
H -2.897 -1.500 5.602 0.019 0.006 -0.001
H -3.458 -2.747 4.540 0.017 -0.034 0.008
H 0.521 -2.153 4.927 -0.006 0.006 -0.034
H -0.567 -1.155 5.829 -0.016 0.016 -0.023
C -1.891 -1.121 -0.032 -0.136 -0.103 0.074
O -0.946 -1.442 -0.734 0.105 0.187 -0.007
N -2.063 -1.589 1.239 0.372 0.090 -0.025
N -2.858 -0.252 -0.467 0.047 -0.030 0.053
H -2.834 -1.328 1.822 -0.053 -0.033 -0.049
H -1.389 -2.254 1.584 -0.171 -0.187 -0.020
H -2.759 0.106 -1.396 0.015 -0.019 -0.006
H -3.646 0.047 0.079 -0.019 0.078 -0.064
C 4.679 2.114 -2.515 -0.104 -0.062 0.057
O 5.308 2.340 -3.535 0.021 0.032 0.002
N 3.643 2.910 -2.102 0.032 0.070 0.025
N 4.948 1.059 -1.693 -0.008 0.189 -0.154
H 3.111 2.736 -1.270 -0.013 -0.054 -0.017
H 3.411 3.695 -2.680 0.001 -0.020 -0.019
H 5.694 0.449 -1.964 -0.018 -0.016 -0.013
H 4.443 0.867 -0.849 0.001 -0.021 0.002
C -4.764 2.952 -0.727 0.088 0.022 -0.055
O -5.033 1.883 -0.199 -0.076 -0.010 0.096
N -4.364 3.068 -2.018 0.012 0.001 -0.022
N -4.842 4.139 -0.041 -0.036 0.011 0.053
H -4.127 3.952 -2.450 -0.047 -0.140 -0.013
H -4.302 2.222 -2.551 -0.017 -0.007 0.013
H -5.130 4.100 0.918 0.013 -0.024 0.000
H -4.624 5.022 -0.461 0.008 -0.027 -0.058
C -2.865 6.429 -3.396 0.092 -0.019 -0.036
O -3.710 5.545 -3.349 -0.025 0.173 0.073
N -3.010 7.606 -2.722 -0.013 -0.019 0.012
N -1.725 6.297 -4.126 -0.024 0.004 -0.028
H -2.331 8.343 -2.745 0.012 -0.011 -0.007
H -3.846 7.729 -2.183 -0.013 0.008 -0.025
H -1.596 5.437 -4.626 0.005 -0.011 0.019
H -1.017 7.005 -4.180 -0.002 0.004 0.013
```
Positions in Å, forces in eV/Å.

DFT total energy (eV): -115377.1396
Net charge: -1
2S+1: 1
Kohn-Sham gap (eV): 6.356